--- P ---
The following is a quantum chemistry calculation of a 2-piece molecular cluster, C5H14 overall, from OMol25.

Each line ends with the natural charge from an NBO analysis.
CARTESIAN COORDINATES (ANGSTROEM)
1 C 0.4361 -1.1882 -1.1633  -0.71
2 C 2.2311 0.5949 -1.4721  -0.75
3 C 0.6542 0.3193 -1.2809  -0.46
4 C -1.0330 0.0905 2.3592  -1.03
5 C -2.1704 0.2089 1.3912  -0.70
6 H 0.7569 -1.5708 -2.0489  0.19
7 H 0.3331 0.8786 -0.3163  0.19
8 H 2.2838 1.7096 -1.5156  0.18
9 H 0.9511 -1.5884 -0.3606  0.21
10 H -3.1333 0.5321 1.9558  0.19
11 H -0.6580 -1.3309 -1.3125  0.20
12 H -1.3034 0.4600 3.4167  0.18
13 H -2.5036 -0.8629 0.9349  0.18
14 H 2.5892 0.2058 -0.4450  0.19
15 H -0.0350 0.4076 2.0042  0.19
16 H -0.9138 -0.9542 2.6235  0.19
17 H -1.8532 0.9059 0.6055  0.20
18 H 0.1861 0.8104 -2.2016  0.17
19 H 2.5920 0.2446 -2.3450  0.18

Values from the calculation:
Net charge: -1
2S+1: 2
Expectation value of S²: 0.75
Frontier orbital gap (alpha / beta): 2.7 / 11.4 eV
HOMO (alpha / beta): 1.531 / -7.184 eV



--- Q ---
The following is a quantum chemistry calculation of a 2-piece molecular cluster, C5H14 overall, from OMol25.

Each line ends with the natural charge from an NBO analysis.
CARTESIAN COORDINATES (ANGSTROEM)
1 C 0.2998 0.7972 1.8755  -0.52
2 C -0.6680 -0.3771 1.6601  -0.93
3 C -0.3987 2.2018 1.8268  -0.73
4 C -0.2610 -1.4675 -2.3813  -0.75
5 C 1.2122 -0.9680 -2.6109  -0.73
6 H 0.2665 3.1011 2.0719  0.18
7 H 1.0706 0.1393 -2.7279  0.19
8 H -0.8717 -0.8877 -3.0869  0.18
9 H -1.4429 -0.2528 2.4265  0.18
10 H 0.8087 0.6142 2.8863  0.17
11 H -0.1019 -1.3097 1.9134  0.20
12 H 1.1767 0.6696 1.2357  0.19
13 H -1.2543 2.1452 2.4696  0.19
14 H -0.3862 -2.5614 -2.7217  0.17
15 H -0.7598 2.2977 0.8276  0.20
16 H 1.6549 -1.1197 -1.6044  0.21
17 H -1.3406 -0.2661 0.7713  0.20
18 H -0.6980 -1.4048 -1.3695  0.22
19 H 1.6936 -1.3512 -3.4622  0.19

Values from the calculation:
Net charge: -1
2S+1: 2
Expectation value of S²: 0.75
Frontier orbital gap (alpha / beta): 2.7 / 11.5 eV
HOMO (alpha / beta): 1.527 / -7.298 eV



--- R ---
The following is a quantum chemistry calculation of a 2-piece molecular cluster, C5H14 overall, from OMol25.

Each line ends with the natural charge from an NBO analysis.
CARTESIAN COORDINATES (ANGSTROEM)
1 C -0.6037 -1.0769 1.4121  -0.62
2 C -1.9424 -0.3316 1.1082  -0.74
3 C 1.1439 1.3122 -2.5485  -0.88
4 C 2.1928 2.1570 -1.8214  -0.75
5 C -0.8802 -2.3662 2.1949  -0.66
6 H 2.0204 3.2250 -2.0258  0.18
7 H 1.2824 0.3058 -2.1596  0.19
8 H -0.3798 -2.3335 3.1611  0.20
9 H -2.6732 -0.4918 1.9049  0.17
10 H -0.5412 -3.2803 1.6873  0.19
11 H 1.1640 1.3403 -3.6349  0.18
12 H -0.0561 -0.3347 1.9966  0.19
13 H -1.7675 0.7317 0.9353  0.20
14 H 0.1422 1.6137 -2.2279  0.19
15 H 2.1132 2.0531 -0.7397  0.20
16 H -2.4087 -0.7455 0.2132  0.19
17 H 3.2117 1.9462 -2.1508  0.18
18 H -1.9528 -2.5461 2.2220  0.19
19 H -0.0651 -1.1786 0.4728  0.20

Values from the calculation:
Net charge: -1
2S+1: 2
Expectation value of S²: 0.75
Frontier orbital gap (alpha / beta): 2.6 / 11.9 eV
HOMO (alpha / beta): 1.500 / -7.799 eV



--- S ---
The following is a quantum chemistry calculation of a 2-piece molecular cluster, C5H14 overall, from OMol25.

Each line ends with the natural charge from an NBO analysis.
CARTESIAN COORDINATES (ANGSTROEM)
1 C 1.5517 2.0781 0.6913  -0.73
2 C -1.5810 -2.4481 -0.8983  -0.77
3 C 2.4622 1.0882 1.5377  -0.77
4 C -0.9507 0.0922 -1.0321  -0.82
5 C -1.7976 -1.0231 -0.4199  -0.58
6 H 2.2215 2.6756 0.0734  0.19
7 H -1.6727 0.8857 -1.2478  0.18
8 H 0.8256 1.5074 0.1481  0.20
9 H 2.3939 1.4008 2.5750  0.18
10 H -0.6432 -2.9342 -0.6341  0.20
11 H -1.6182 -2.5182 -1.9970  0.19
12 H -0.5361 -0.2375 -1.9559  0.20
13 H -2.5090 -3.0001 -0.6909  0.19
14 H -2.8584 -0.7904 -0.5701  0.18
15 H 3.4773 0.8819 1.1993  0.19
16 H -1.8745 -1.0073 0.6737  0.20
17 H -0.1459 0.5548 -0.4686  0.19
18 H 2.0045 0.0984 1.4815  0.20
19 H 1.2505 2.6958 1.5347  0.19

Values from the calculation:
Net charge: -1
2S+1: 2
Expectation value of S²: 0.75
Frontier orbital gap (alpha / beta): 2.6 / 11.6 eV
HOMO (alpha / beta): 1.574 / -7.190 eV



How do the energies compare? Relative to the most stable structure, in kJ/mol: P 130.6; Q 56.1; R 0.0; S 77.9.



--- P ---
The following is a quantum chemistry calculation of a 2-piece molecular cluster, C4H12NO overall, from OMol25.

Each line ends with the natural charge from an NBO analysis.
CARTESIAN COORDINATES (ANGSTROEM)
1 O -1.7564 -0.0120 0.6871  -0.72
2 N 1.0493 0.7074 1.3137  -0.70
3 C -1.2874 -0.3731 -1.6745  -0.68
4 C -0.4376 -1.8527 0.1743  -0.56
5 C 1.8675 1.3174 0.2128  -0.42
6 C -1.1547 -0.8171 -0.2519  0.33
7 H 1.2043 1.8120 -0.4845  0.23
8 H 0.8248 -0.2935 1.1258  0.46
9 H -2.3406 -0.2443 -1.9230  0.24
10 H 2.5483 2.0484 0.6376  0.24
11 H 0.1010 1.1138 1.3680  0.46
12 H -0.4899 -2.1884 1.2003  0.23
13 H -0.8674 -1.1190 -2.3366  0.25
14 H 1.4628 0.7863 2.2389  0.44
15 H -2.5563 0.3911 0.3196  0.50
16 H 0.1978 -2.4013 -0.5017  0.23
17 H 2.4342 0.5377 -0.2822  0.24
18 H -0.7996 0.5872 -1.8238  0.22

Values from the calculation:
Net charge: +1
Frontier orbital gap: 10.0 eV
HOMO: -13.362 eV



--- Q ---
The following is a quantum chemistry calculation of an isolated ion of composition C4H12NO and charge +1, from OMol25.

Each line ends with the natural charge from an NBO analysis.
CARTESIAN COORDINATES (ANGSTROEM)
1 O -1.3723 0.6249 -1.2716  -0.77
2 N -0.0902 1.4571 0.7013  -0.70
3 C -0.3990 -0.3746 -0.8314  0.08
4 C 0.6695 0.5522 -0.2145  -0.07
5 C 1.7666 -0.1378 0.5349  -0.65
6 C -1.0941 -1.4338 0.0084  -0.66
7 H 2.4299 0.6343 1.0845  0.24
8 H -0.3508 -1.9634 0.6048  0.23
9 H -1.5671 -2.1342 -0.6419  0.25
10 H -1.8142 -1.0504 0.7857  0.22
11 H 0.0350 -0.9009 -1.6794  0.21
12 H 1.0075 1.1508 -1.0890  0.25
13 H 2.3067 -0.7856 -0.1378  0.26
14 H -0.9227 1.6684 0.1036  0.48
15 H 0.4208 2.2538 1.0616  0.44
16 H 1.4592 -0.8172 1.3471  0.23
17 H -0.4774 0.9982 1.5448  0.44
18 H -2.0076 0.2582 -1.9112  0.52

Values from the calculation:
Net charge: +1
SMILES: C[C@H]([NH3+])[C@@H](C)O
Frontier orbital gap: 12.1 eV
HOMO: -15.349 eV



How do the energies compare? Relative to the most stable structure, in kJ/mol: P 38.4; Q 0.0.



--- P ---
The following is a quantum chemistry calculation of a 2-piece molecular cluster, C4H12NO overall, from OMol25.

Each line ends with the natural charge from an NBO analysis.
CARTESIAN COORDINATES (ANGSTROEM)
1 O -1.0715 1.4537 2.6866  -0.97
2 N 0.4421 0.9906 0.4351  -0.71
3 C -0.4211 -0.2216 -2.5744  -0.36
4 C 0.6535 -1.2855 -0.6023  -0.47
5 C -0.5299 -0.9108 -1.4439  -0.23
6 C 0.8651 -0.4232 0.6828  -0.22
7 H 1.8992 -0.4559 0.9333  0.23
8 H 0.3835 -2.2746 -0.2204  0.25
9 H 1.1930 1.5565 0.0357  0.43
10 H -1.4841 -1.0068 -1.0081  0.21
11 H 0.2348 -0.8268 1.4553  0.22
12 H -0.8129 0.9925 3.4986  0.50
13 H 0.4922 0.0626 -3.0924  0.21
14 H 0.0396 1.4226 1.2960  0.48
15 H -1.2408 0.0058 -3.2546  0.22
16 H -2.0244 1.3562 2.6201  0.50
17 H -0.2288 0.9805 -0.3446  0.45
18 H 1.6106 -1.4157 -1.1028  0.24

Values from the calculation:
Net charge: +1
Frontier orbital gap: 11.0 eV
HOMO: -14.115 eV



--- Q ---
The following is a quantum chemistry calculation of a 2-piece molecular cluster, C4H12NO overall, from OMol25.

Each line ends with the natural charge from an NBO analysis.
CARTESIAN COORDINATES (ANGSTROEM)
1 O 0.4048 -2.4774 0.6853  -0.97
2 N 0.6641 0.2486 1.1219  -0.73
3 C -0.3956 0.9369 -1.1018  -0.47
4 C -1.4066 1.4597 1.1458  -0.37
5 C 0.4469 -0.1525 -1.7674  -0.62
6 C -0.5399 0.7624 0.3963  0.17
7 H 0.1699 -3.1349 1.3562  0.50
8 H -1.4110 1.0782 -1.4529  0.26
9 H -1.6941 1.0732 2.1205  0.22
10 H 1.2944 -0.4733 -1.1694  0.18
11 H -0.1626 -1.0396 -1.9655  0.22
12 H 0.6310 -3.0329 -0.0745  0.51
13 H 0.1657 1.8661 -1.2632  0.23
14 H 1.5261 0.6249 0.7308  0.44
15 H 0.7609 0.1179 -2.7711  0.25
16 H -1.7490 2.4478 0.8619  0.25
17 H 0.6970 -0.7950 1.0382  0.48
18 H 0.5979 0.4899 2.1088  0.44

Values from the calculation:
Net charge: +1
Frontier orbital gap: 9.9 eV
HOMO: -13.718 eV



--- R ---
The following is a quantum chemistry calculation of an isolated ion of composition C4H12NO and charge +1, from OMol25.

Each line ends with the natural charge from an NBO analysis.
CARTESIAN COORDINATES (ANGSTROEM)
1 O 0.5788 1.2936 1.9221  -0.75
2 N -0.4510 0.5527 -0.2538  -0.53
3 C 1.5985 1.1551 0.9482  -0.09
4 C 1.0146 0.1497 -0.0348  -0.24
5 C -0.9463 -1.7164 -1.3036  -0.66
6 C -1.4284 -0.6663 -0.3300  -0.19
7 H -0.6568 1.1018 -1.0745  0.43
8 H -0.5878 1.0312 0.6567  0.46
9 H 1.8162 2.1314 0.5112  0.19
10 H 0.0993 -1.9785 -1.2257  0.24
11 H 0.6452 2.0747 2.4942  0.52
12 H -1.3338 -1.4824 -2.2908  0.24
13 H -2.3560 -0.1399 -0.5218  0.23
14 H 0.9241 -0.8117 0.4594  0.23
15 H -1.5062 -2.6227 -1.0485  0.26
16 H 2.5139 0.7495 1.3774  0.21
17 H -1.4397 -0.9942 0.7090  0.22
18 H 1.5153 0.1724 -0.9944  0.24

Values from the calculation:
Net charge: +1
SMILES: CC[NH2+]CCO
Frontier orbital gap: 12.5 eV
HOMO: -15.493 eV



How do the energies compare? Relative to the most stable structure, in kJ/mol: P 9.8; Q 89.4; R 0.0.



--- P ---
The following is a quantum chemistry calculation of a 2-piece molecular cluster, C4H12NO overall, from OMol25.

Each line ends with the natural charge from an NBO analysis.
CARTESIAN COORDINATES (ANGSTROEM)
1 O -1.6029 0.6672 -2.2119  -0.96
2 N 1.4398 0.8340 0.9928  -0.38
3 C 0.5775 -0.0172 0.0976  -0.24
4 C -1.0762 -1.8606 0.1378  -0.62
5 C 2.0882 1.8370 0.5521  0.14
6 C -0.3650 -0.8297 1.0144  -0.42
7 H 2.1523 1.9389 -0.5206  0.23
8 H 0.0536 0.5958 -0.6312  0.26
9 H -1.7126 0.5881 -3.1737  0.49
10 H -2.0541 -1.5045 -0.1984  0.24
11 H 1.2401 -0.6909 -0.4416  0.23
12 H -1.8863 1.5740 -2.0512  0.47
13 H 0.2394 -1.3749 1.7448  0.21
14 H 1.2718 0.7052 1.9874  0.44
15 H -1.3283 -2.7558 0.7039  0.23
16 H 2.5179 2.5504 1.2440  0.24
17 H -0.5539 -2.1523 -0.7695  0.22
18 H -1.0012 -0.1047 1.5234  0.22

Values from the calculation:
Net charge: +1
Frontier orbital gap: 10.0 eV
HOMO: -15.077 eV



--- Q ---
The following is a quantum chemistry calculation of a 2-piece molecular cluster, C4H12NO overall, from OMol25.

Each line ends with the natural charge from an NBO analysis.
CARTESIAN COORDINATES (ANGSTROEM)
1 O 2.8115 1.6646 1.9320  -0.98
2 N -0.6261 0.5075 1.0288  -0.46
3 C -0.7899 -2.0103 -1.9021  -0.61
4 C -1.2416 -0.4569 -0.0474  -0.15
5 C 0.0612 1.5879 0.8852  0.18
6 C -0.1899 -0.8291 -1.0607  -0.45
7 H 2.9778 2.1860 2.7379  0.50
8 H 0.9701 1.5038 0.2457  0.23
9 H 0.3178 0.0097 -1.6113  0.23
10 H -2.1134 0.1006 -0.2999  0.23
11 H -1.2348 0.3072 1.8025  0.42
12 H -0.1753 -2.8905 -1.8488  0.24
13 H -0.7166 -1.7470 -2.9606  0.24
14 H 0.5497 -1.1247 -0.3069  0.22
15 H -1.6061 -1.1799 0.7899  0.23
16 H -1.8903 -2.1148 -1.6551  0.22
17 H -0.4412 2.5087 1.1343  0.23
18 H 3.3372 1.9773 1.1364  0.50

Values from the calculation:
Net charge: +1
Frontier orbital gap: 9.7 eV
HOMO: -15.327 eV



How do the energies compare? Relative to the most stable structure, in kJ/mol: P 0.0; Q 217.7.